[1]
Molecular formula: C4H8O2
Method: DFT, ωB97M-V with the def2-TZVPD basis set

Last column: natural (NBO) charge in e.
Atoms and positions in Å:
O1 2.46834 0.70051 0.69189  -0.702
C1 1.48009 -0.23606 0.34906  -0.283
C2 0.18087 0.07241 0.92318  0.183
C3 -1.56109 0.95290 -0.76541  -0.255
O2 -2.02321 -0.08847 0.07065  -0.514
C4 -0.89201 -0.85697 0.42067  -0.235
H1 3.31305 0.40206 0.33444  0.467
H2 1.65317 -1.23946 0.80933  0.222
H3 1.43491 -0.41470 -0.74584  0.195
H4 -0.71407 1.46430 -0.27783  0.188
H5 -2.34995 1.69100 -0.91542  0.204
H6 -1.21705 0.56626 -1.73836  0.160
H7 -1.14582 -1.49681 1.27900  0.232
H8 -0.62723 -1.51696 -0.43536  0.138

[2]
Molecular formula: C4H8O2
Method: DFT, ωB97M-V with the def2-TZVPD basis set

## Properties
SMILES string = C=CO.C=CO

Last column: natural (NBO) charge in e.
Atoms and positions in Å:
C1 -2.05303 -0.70209 1.04737  -0.499
C2 -1.01819 -1.40821 0.66837  0.100
O1 -0.42999 -2.35595 1.45512  -0.701
H1 -2.43452 0.25830 0.81718  0.225
H2 -2.55937 -1.04604 1.99024  0.200
H3 -0.65773 -1.39460 -0.35038  0.193
H4 0.11567 -3.02422 1.08771  0.493
C3 1.84577 2.05913 -0.72344  -0.476
C4 1.27370 1.25256 -1.59928  0.120
O2 0.80965 0.03439 -1.11193  -0.766
H5 2.14799 3.06142 -1.11044  0.209
H6 1.78505 1.77851 0.32695  0.205
H7 0.61341 1.60509 -2.39013  0.202
H8 0.56159 -0.11830 -0.10735  0.495

[3]
Molecular formula: C4H8O2
Method: DFT, ωB97M-V with the def2-TZVPD basis set

## Properties
SMILES string = CC(C)=O.C=O

Last column: natural (NBO) charge in e.
Atoms and positions in Å:
C1 -0.35738 -0.37750 -0.35707  0.639
C2 0.61981 0.28114 2.26326  0.301
C3 -1.14137 0.82016 -0.81730  -0.724
C4 0.71418 -0.89128 -1.27500  -0.725
O1 -0.73555 -1.05940 0.61904  -0.598
O2 1.25799 0.96353 1.44556  -0.563
H1 -0.32493 0.63961 2.70149  0.124
H2 1.04089 -0.64187 2.69512  0.126
H3 -0.46882 1.57422 -1.23234  0.229
H4 0.25294 -1.49769 -2.05998  0.244
H5 -1.68646 1.25354 0.02426  0.237
H6 -1.85052 0.50438 -1.58769  0.243
H7 1.41029 -1.50944 -0.70282  0.241
H8 1.26892 -0.05940 -1.71654  0.226

[4]
Molecular formula: C4H8O2
Method: DFT, ωB97M-V with the def2-TZVPD basis set

## Properties
SMILES string = C[C@H](C=O)CO

Last column: natural (NBO) charge in e.
Atoms and positions in Å:
C1 -1.25112 -1.01425 -0.07871  -0.614
C2 -0.19018 -0.07630 0.50099  -0.364
C3 1.27656 -0.29219 0.03811  -0.060
O1 1.63729 0.76510 -0.88205  -0.716
C4 -0.38488 1.35724 -0.00570  0.470
O2 -1.05722 1.63948 -0.97063  -0.561
H1 -2.19511 -0.46776 -0.15340  0.230
H2 -1.42481 -1.90817 0.53032  0.215
H3 -0.98674 -1.34139 -1.08808  0.209
H4 -0.26770 -0.05158 1.59766  0.218
H5 1.97622 -0.17633 0.87544  0.192
H6 1.43497 -1.26308 -0.44783  0.181
H7 1.08509 0.71212 -1.67816  0.478
H8 0.16056 2.11822 0.58064  0.124

[5]
Molecular formula: C4H8O2
Method: DFT, ωB97M-V with the def2-TZVPD basis set

## Properties
SMILES string = C1=COCCO1.[H][H]

Last column: natural (NBO) charge in e.
Atoms and positions in Å:
C1 -0.67620 0.98748 -0.55042  0.054
C2 0.19967 1.33181 0.39236  -0.011
O1 0.83800 0.40188 1.17610  -0.500
C3 0.03501 -0.75804 1.28932  -0.103
C4 -0.35212 -1.28323 -0.08633  -0.099
O2 -1.03289 -0.29203 -0.84849  -0.498
H1 -1.10967 1.70483 -1.23642  0.207
H2 1.15712 0.43458 -2.21842  -0.024
H3 1.24386 0.85298 -1.60391  0.005
H4 0.44695 2.36069 0.61580  0.204
H5 -0.86763 -0.49968 1.85794  0.180
H6 0.61136 -1.50552 1.83962  0.201
H7 -1.03663 -2.13322 0.00544  0.196
H8 0.54316 -1.60253 -0.63259  0.186

[6]
Molecular formula: C4H8O2
Method: DFT, ωB97M-V with the def2-TZVPD basis set

## Properties
SMILES string = O[C@H]1C[C@@H](O)C1

Last column: natural (NBO) charge in e.
Atoms and positions in Å:
O1 0.79387 -0.91242 -1.94054  -0.696
C1 0.40657 -0.80863 -0.60652  0.125
C2 1.04002 0.26175 0.29489  -0.472
C3 -0.37361 0.64205 0.82847  0.109
O2 -0.88321 1.95017 0.70096  -0.709
C4 -0.99668 -0.30183 -0.22133  -0.457
H1 0.28832 -1.66179 -2.27789  0.466
H2 0.60342 -1.78237 -0.05116  0.131
H3 1.79309 1.00467 0.00570  0.231
H4 1.46544 -0.46575 0.96468  0.212
H5 -0.48341 0.29324 1.86316  0.155
H6 -0.48184 2.50797 1.37974  0.470
H7 -1.49286 0.30193 -0.98912  0.233
H8 -1.64967 -1.10292 0.12783  0.204

[7]
Molecular formula: C4H8O2
Method: DFT, ωB97M-V with the def2-TZVPD basis set

## Properties
SMILES string = C=CC.O=CO

Last column: natural (NBO) charge in e.
Atoms and positions in Å:
C1 1.56616 0.28225 0.59369  -0.648
C2 0.38298 0.79824 -0.16950  -0.233
C3 -0.01715 0.30393 -1.33839  -0.355
O1 -1.61220 -1.26004 -0.41495  -0.692
C4 -1.35546 -0.63563 0.75826  0.658
O2 -0.69774 -1.11429 1.64419  -0.593
H1 1.36613 0.12769 1.65906  0.235
H2 2.37284 1.01255 0.48891  0.217
H3 1.90108 -0.67899 0.18802  0.207
H4 -0.11910 1.67999 0.22837  0.199
H5 -0.87056 0.68727 -1.89166  0.205
H6 0.46889 -0.56813 -1.77689  0.184
H7 -1.02107 -2.02898 -0.44561  0.488
H8 -1.93268 0.29546 0.83166  0.130

[8]
Molecular formula: C4H8O2
Method: DFT, ωB97M-V with the def2-TZVPD basis set

Last column: natural (NBO) charge in e.
Atoms and positions in Å:
O1 -0.01515 1.40459 1.38958  -0.699
C1 0.98480 0.75629 0.78193  0.252
C2 0.63553 -0.72762 0.79830  -0.566
C3 0.17093 -1.08353 -0.63458  -0.413
C4 -0.46011 0.21611 -1.13830  -0.063
O2 -1.70340 0.49531 -0.54705  -0.721
H1 0.16358 2.35659 1.32555  0.504
H2 0.32095 0.98649 -0.88553  0.173
H3 1.53710 -1.27564 1.09047  0.234
H4 -0.16268 -0.94114 1.51967  0.201
H5 1.01900 -1.34781 -1.27705  0.213
H6 -0.52865 -1.93081 -0.64959  0.220
H7 -0.57549 0.29767 -2.21633  0.188
H8 -1.54555 0.78009 0.36784  0.475

no.,M (g mol⁻¹),orbital gap (eV)
1,88.1,8.5
2,88.1,9.9
3,88.1,10.3
4,88.1,10.6
5,88.1,9.4
6,88.1,10.7
7,88.1,10.3
8,88.1,9.4